A 26-piece molecular cluster, C44H108O42 overall. Source: the Open Molecules 2025 dataset; level of theory: wB97M-V/def2-TZVPD.

The calculation puts the HOMO energy at -9.77 eV. Its total charge is 0. Its orbital gap is 9.25 eV. As for the multiplicity: 1.

```
194
C44H108O42 wB97M-V/def2-TZVPD
O 16.81 11.57 -27.22
H 16.55 11.54 -28.14
H 16.31 10.86 -26.81
O 19.92 14.67 -27.51
H 20.36 14.06 -26.91
H 18.99 14.58 -27.29
O 22.53 17.29 -30.18
H 21.94 17.43 -29.44
H 21.95 17.16 -30.93
O 20.96 17.27 -27.97
H 20.62 16.38 -27.91
H 20.25 17.77 -28.39
O 23.93 16.50 -27.66
H 23.02 16.32 -27.44
H 23.92 16.70 -28.60
O 17.40 14.45 -26.87
H 17.12 13.54 -26.74
H 16.94 14.73 -27.66
C 22.61 6.29 -35.44
C 21.24 6.74 -35.98
C 21.10 8.26 -36.02
O 20.59 8.60 -37.28
C 20.50 7.50 -38.00
O 20.07 7.45 -39.11
O 21.02 6.51 -37.38
H 22.67 6.45 -34.36
H 23.43 6.78 -35.96
H 22.80 5.22 -35.40
H 20.45 6.22 -35.43
H 22.06 8.73 -35.77
H 20.44 8.55 -35.21
C 16.36 11.62 -34.43
C 16.71 10.19 -34.63
C 15.75 9.23 -33.90
O 14.88 8.70 -34.83
C 15.33 8.94 -36.03
O 14.83 8.61 -37.13
O 16.32 9.90 -35.97
H 16.92 11.88 -33.53
H 15.29 11.80 -34.30
H 16.76 12.23 -35.24
H 17.75 9.93 -34.44
H 15.17 9.60 -33.05
H 16.32 8.39 -33.51
C 16.24 17.64 -25.96
C 17.08 18.57 -25.27
C 18.67 18.25 -25.22
O 19.31 19.45 -25.70
C 18.39 20.43 -25.90
O 18.59 21.61 -26.21
O 17.11 19.83 -25.85
H 16.29 16.64 -25.52
H 16.59 17.55 -26.98
H 15.20 17.98 -25.94
H 16.67 18.65 -24.26
H 18.87 17.37 -25.83
H 19.06 18.05 -24.22
C 17.45 12.34 -23.61
C 17.07 13.46 -22.62
C 17.91 14.73 -22.72
O 16.89 15.76 -22.89
C 15.71 15.22 -23.20
O 14.65 15.83 -23.42
O 15.85 13.85 -23.14
H 17.67 12.77 -24.59
H 16.61 11.65 -23.73
H 18.36 11.82 -23.31
H 16.93 13.12 -21.59
H 18.63 14.66 -23.54
H 18.36 14.88 -21.74
C 15.54 20.85 -29.44
C 14.85 19.52 -29.79
C 14.24 19.49 -31.15
O 14.68 18.28 -31.71
C 15.60 17.77 -30.92
O 16.13 16.69 -31.16
O 15.92 18.60 -29.96
H 16.44 21.02 -30.04
H 15.87 20.82 -28.40
H 14.84 21.68 -29.57
H 14.32 19.02 -28.98
H 14.52 20.37 -31.74
H 13.15 19.54 -31.14
C 23.43 12.11 -31.46
C 23.22 11.11 -32.63
C 22.71 9.70 -32.18
O 21.77 9.44 -33.08
C 21.28 10.57 -33.63
O 20.16 10.63 -34.18
O 22.19 11.59 -33.40
H 24.07 12.96 -31.69
H 23.80 11.50 -30.64
H 22.49 12.60 -31.23
H 24.10 11.14 -33.28
H 22.35 9.64 -31.16
H 23.44 8.89 -32.26
C 21.27 7.10 -28.10
C 22.51 7.84 -27.56
C 23.21 7.04 -26.50
O 24.61 7.30 -26.72
C 24.77 7.77 -27.98
O 25.81 8.01 -28.54
O 23.57 7.85 -28.53
H 20.66 7.72 -28.77
H 20.54 6.87 -27.32
H 21.63 6.22 -28.62
H 22.32 8.84 -27.18
H 23.01 5.97 -26.51
H 22.84 7.24 -25.49
C 18.05 13.44 -30.06
C 19.09 12.51 -30.65
C 20.01 11.99 -29.51
O 20.09 10.57 -29.75
C 19.11 10.27 -30.67
O 18.83 9.13 -31.05
O 18.44 11.32 -31.02
H 17.28 12.80 -29.64
H 17.34 13.87 -30.78
H 18.44 14.16 -29.34
H 19.83 12.89 -31.36
H 19.74 12.27 -28.49
H 21.07 12.24 -29.55
C 23.73 12.78 -26.99
O 24.34 12.05 -28.00
H 23.08 12.07 -26.48
H 24.41 13.05 -26.18
H 23.17 13.66 -27.33
H 25.10 12.60 -28.20
C 12.60 12.03 -33.13
O 12.09 12.98 -33.98
H 12.89 11.06 -33.53
H 13.47 12.40 -32.59
H 11.86 11.86 -32.34
H 12.74 13.59 -34.33
C 14.96 10.62 -30.53
O 14.99 10.12 -29.20
H 14.20 10.16 -31.17
H 14.78 11.69 -30.60
H 15.91 10.42 -31.04
H 14.07 9.93 -29.02
C 21.50 15.01 -34.69
O 21.87 14.34 -33.51
H 21.45 16.08 -34.49
H 22.27 14.84 -35.43
H 20.64 14.54 -35.17
H 21.81 13.40 -33.68
C 14.51 15.39 -33.52
O 14.43 14.58 -34.64
H 13.52 15.67 -33.16
H 15.08 15.04 -32.67
H 14.99 16.31 -33.86
H 14.91 15.04 -35.34
C 14.43 6.16 -31.83
O 14.19 5.18 -30.86
H 13.52 6.67 -32.14
H 15.09 6.84 -31.28
H 15.08 5.92 -32.67
H 13.64 5.52 -30.16
C 19.79 19.95 -30.26
O 19.65 18.57 -29.90
H 20.63 20.18 -30.91
H 18.95 20.28 -30.87
H 19.94 20.59 -29.40
H 19.19 18.13 -30.62
C 17.00 6.06 -35.63
O 15.78 5.50 -36.09
H 17.81 5.36 -35.82
H 17.20 6.87 -36.33
H 17.08 6.42 -34.60
H 15.38 4.84 -35.51
C 18.19 5.34 -32.11
O 18.56 6.55 -32.72
H 17.19 5.19 -31.69
H 18.30 4.65 -32.95
H 18.93 4.98 -31.39
H 18.79 7.15 -32.01
C 19.81 9.99 -25.73
O 20.76 9.48 -24.89
H 18.81 9.84 -25.32
H 19.99 11.05 -25.95
H 20.07 9.38 -26.59
H 21.03 9.96 -24.10
C 21.27 14.70 -24.51
O 20.63 13.47 -24.90
H 22.33 14.67 -24.75
H 20.81 15.50 -25.09
H 21.19 14.88 -23.44
H 20.97 12.70 -24.43
C 14.43 14.34 -29.50
O 15.63 14.81 -29.00
H 13.87 13.72 -28.80
H 13.72 15.17 -29.59
H 14.46 13.82 -30.46
H 15.98 15.40 -29.67
```